The following is a DFT calculation (ωB97M-V/def2-TZVPD) of a 10-piece molecular cluster, C36H92O30S8 overall.

XYZ file:
```
166
Properties=species:S:1:pos:R:3
O -4.451 -14.607 -1.390
S -3.942 -13.672 -2.455
O -4.891 -12.812 -3.100
O -2.678 -12.711 -1.993
C -2.533 -11.537 -2.735
C -3.099 -10.334 -2.038
C -2.989 -14.655 -3.683
H -2.942 -11.680 -3.736
H -1.471 -11.307 -2.813
H -3.179 -9.482 -2.714
H -2.443 -10.069 -1.209
H -4.084 -10.545 -1.622
H -2.414 -13.892 -4.208
H -3.615 -15.297 -4.304
H -2.278 -15.305 -3.174
O -1.810 2.999 1.011
S -0.874 1.877 0.731
O -0.864 0.734 1.685
O -0.963 1.391 -0.827
C -1.644 0.174 -1.033
C -0.672 -1.054 -0.932
C 0.837 2.557 0.513
H -2.114 0.168 -2.016
H -2.323 -0.067 -0.215
H 0.206 -0.796 -1.525
H -1.237 -1.942 -1.217
H -0.398 -1.104 0.122
H 0.740 3.105 -0.424
H 1.597 1.783 0.410
H 1.093 3.418 1.130
O 0.091 8.095 5.464
S -0.206 8.369 6.875
O 0.704 9.148 7.702
O -1.599 9.213 6.978
C -2.732 8.765 6.206
C -3.944 8.349 7.101
C -0.716 6.881 7.716
H -2.532 8.038 5.419
H -3.052 9.635 5.633
H -4.628 7.724 6.527
H -4.580 9.206 7.323
H -3.673 7.846 8.029
H -1.563 6.610 7.086
H -1.001 6.992 8.762
H 0.048 6.129 7.517
O 8.226 -0.368 -10.435
S 8.066 0.155 -9.085
O 8.289 1.556 -8.869
O 6.531 -0.302 -8.565
C 6.230 0.098 -7.176
C 4.655 -0.136 -6.932
C 9.185 -0.788 -7.873
H 6.432 1.142 -6.939
H 6.697 -0.543 -6.429
H 3.940 -0.001 -7.744
H 4.292 0.642 -6.260
H 4.452 -1.050 -6.375
H 9.750 -1.459 -8.519
H 8.623 -1.151 -7.011
H 9.734 0.051 -7.446
O 3.348 -5.417 7.397
S 2.666 -6.668 7.052
O 3.231 -7.650 6.149
O 2.252 -7.425 8.481
C 1.971 -8.864 8.384
C 2.886 -9.736 9.238
C 0.951 -6.318 6.314
H 1.911 -9.165 7.338
H 0.955 -9.022 8.747
H 2.488 -10.750 9.234
H 2.828 -9.359 10.260
H 3.919 -9.584 8.924
H 0.512 -5.407 6.721
H 0.297 -7.186 6.398
H 1.040 -6.247 5.229
O -7.001 2.149 8.654
S -8.215 1.974 7.898
O -9.010 0.744 7.941
O -9.260 3.230 8.398
C -10.611 3.290 8.015
C -10.930 4.758 7.811
C -7.936 2.543 6.103
H -11.214 2.865 8.817
H -10.791 2.625 7.170
H -10.542 5.327 6.966
H -10.652 5.384 8.659
H -12.010 4.901 7.787
H -7.523 3.540 5.955
H -8.878 2.485 5.559
H -7.321 1.724 5.729
O -5.922 13.457 -1.450
S -4.875 13.713 -2.464
O -4.700 14.951 -3.197
O -3.312 13.277 -1.969
C -3.169 12.544 -0.798
C -3.549 11.063 -1.041
C -5.027 12.432 -3.809
H -3.614 13.108 0.022
H -2.083 12.463 -0.756
H -2.979 10.373 -0.419
H -3.342 10.818 -2.082
H -4.622 10.983 -0.870
H -5.197 11.400 -3.501
H -4.141 12.361 -4.440
H -5.849 12.734 -4.458
O 8.809 2.793 6.309
S 8.057 2.766 5.097
O 6.726 3.387 5.146
O 8.919 3.615 3.895
C 10.188 4.106 4.148
C 11.323 3.058 4.153
C 7.944 1.123 4.313
H 10.122 4.732 5.038
H 10.358 4.835 3.356
H 11.257 2.486 5.078
H 12.263 3.599 4.045
H 11.162 2.281 3.406
H 6.886 0.901 4.180
H 8.440 0.472 5.033
H 8.659 1.062 3.493
C -5.823 4.472 -3.989
O -6.998 4.438 -4.715
C -7.106 3.278 -5.556
C -7.966 2.181 -4.909
O -7.501 1.580 -3.715
C -8.329 1.522 -2.572
C -8.491 2.794 -1.782
O -9.388 3.738 -2.408
C -9.130 4.944 -1.871
H -5.052 4.968 -4.579
H -5.457 3.480 -3.724
H -5.925 4.998 -3.040
H -6.070 3.031 -5.785
H -7.643 3.637 -6.434
H -8.025 1.353 -5.616
H -9.023 2.437 -4.837
H -8.022 0.658 -1.983
H -9.312 1.180 -2.895
H -7.430 2.975 -1.607
H -8.848 2.452 -0.810
H -9.844 5.765 -1.935
H -8.257 5.320 -2.405
H -8.975 4.911 -0.793
C 10.633 -7.908 -9.314
O 10.233 -8.708 -8.197
C 9.283 -7.946 -7.383
C 8.588 -8.622 -6.203
O 7.223 -8.363 -6.091
C 6.763 -8.542 -4.780
C 7.327 -7.442 -3.906
O 6.420 -7.268 -2.837
C 6.650 -6.032 -2.155
H 11.166 -8.595 -9.972
H 11.306 -7.117 -8.984
H 9.797 -7.461 -9.851
H 8.478 -7.645 -8.053
H 9.862 -7.049 -7.167
H 9.185 -8.176 -5.408
H 8.865 -9.676 -6.208
H 7.025 -9.522 -4.381
H 5.674 -8.591 -4.791
H 7.246 -6.628 -4.626
H 8.370 -7.522 -3.599
H 6.934 -5.178 -2.771
H 7.462 -6.192 -1.445
H 5.742 -5.742 -1.626
```

Results
ΔE to the lowest compared entry with this formula, charge and spin in kcal/mol: 189.6
Highest occupied orbital energy in eV: -9.5
SMILES: CCOS(C)(=O)=O.CCOS(C)(=O)=O.CCOS(C)(=O)=O.CCOS(C)(=O)=O.CCOS(C)(=O)=O.CCOS(C)(=O)=O.CCOS(C)(=O)=O.CCOS(C)(=O)=O.COCCOCCOC.COCCOCCOC
Molar mass in Da: 1261.6
Maximum force in eV Å⁻¹: 4.57
Multiplicity: 1